Here is C13H15CeNS as an isolated structure in a non-equilibrium geometry from the Open Molecules 2025 dataset. Energies are from ωB97M-V with the def2-TZVPD basis set.

As for the expectation value of S²: 0.942. The value obtained for the highest occupied orbital energy (spin up / spin down) is -0.94 / -2.08 eV. For the electronic energy, the calculation gives -1432.35530 Ha. The value obtained for the frontier orbital gap (spin up / spin down) is 3.559 / 4.597 eV.

The geometry in ORCA input format:
```
! RIJCOSX wB97M-V def2-TZVPD def2/J DEFGRID3
* xyz -1 2
C 1.93831 -2.91272 -0.94303
C 0.93508 -3.55387 -0.13482
C 1.32140 -3.42942 1.24464
C 2.57398 -2.71947 1.29491
C 2.95031 -2.38472 -0.06090
Ce 0.93561 -1.01034 0.43249
N -0.42769 -0.34151 -1.35069
C -1.68524 -0.66183 -2.03835
C -2.10406 -1.77981 -1.17781
H 0.77008 -3.83266 2.09553
H 0.04963 -4.06750 -0.50955
H 3.11184 -2.42948 2.19874
H 3.81211 -1.78745 -0.36210
H 1.92069 -2.83433 -2.03133
H -1.74419 -2.78900 -1.37980
H -1.54510 -0.98872 -3.08679
H 0.02250 0.38904 -1.90341
H -2.61559 -1.55291 -0.24016
H -2.44611 0.13725 -1.97106
S 1.42897 1.25651 1.95307
C 0.25294 2.31957 1.29484
C -1.11594 2.19467 1.63324
C -2.03358 3.12372 1.15455
C -1.61928 4.18106 0.33461
C -0.26984 4.28492 -0.03307
C 0.66059 3.36191 0.42848
H -1.42291 1.36580 2.27450
H -3.08381 3.02978 1.43430
H -2.34229 4.91700 -0.02138
H 0.05832 5.09781 -0.67952
H 1.71327 3.41670 0.14986
*
```

Here is a 10-piece molecular cluster, C13H15Cl27F4N2O3S overall in a non-equilibrium geometry from the Open Molecules 2025 dataset. Energies are from ωB97M-V with the def2-TZVPD basis set.

The value obtained for the highest occupied orbital energy is -10.61 eV. For the electronic energy, the calculation gives -14062.35647 Ha. The value obtained for the frontier orbital gap is 10.645 eV. Its SMILES is [H]/N=C\CN(COC(F)(F)F)S(=O)(=O)F.ClC(Cl)Cl.ClC(Cl)Cl.ClC(Cl)Cl.ClC(Cl)Cl.ClC(Cl)Cl.ClC(Cl)Cl.ClC(Cl)Cl.ClC(Cl)Cl.ClC(Cl)Cl.

The geometry in ORCA input format:
```
! RIJCOSX wB97M-V def2-TZVPD def2/J DEFGRID3
* xyz 0 1
H 0.71413 -7.05879 2.09891
N 0.23257 -7.02392 3.00119
C -0.64904 -6.12089 2.96160
C -0.93742 -5.27505 1.73257
N -1.79158 -4.10871 2.06445
C -2.70394 -3.73464 0.98712
O -4.00789 -3.40049 1.44530
C -4.59529 -4.26713 2.30152
F -5.90075 -4.10537 2.21397
F -4.31269 -5.54844 2.00587
F -4.24309 -4.06054 3.56423
S -0.98899 -2.82806 2.74255
O -1.14603 -2.91909 4.15037
O -1.30822 -1.58958 2.11665
F 0.51309 -3.15264 2.46064
H -1.27571 -5.92493 3.83487
H -1.46643 -5.91711 1.02629
H 0.00132 -4.97833 1.25972
H -2.37819 -2.89895 0.37234
H -2.79086 -4.59331 0.31707
Cl -3.16477 -0.94020 -4.18261
C -3.14620 -0.73661 -2.43805
Cl -2.27748 -2.06649 -1.65354
Cl -2.40658 0.78301 -1.97248
H -4.16966 -0.74751 -2.08487
Cl 2.30800 2.02322 2.32248
C 1.90447 0.47619 1.58280
Cl 0.51939 0.63325 0.51198
Cl 3.29951 -0.18317 0.71407
H 1.64557 -0.21743 2.37255
Cl -6.17790 0.64757 -4.36112
C -6.93631 0.36953 -5.92897
Cl -6.40612 -1.16777 -6.61341
Cl -8.69213 0.42870 -5.80066
H -6.62038 1.16021 -6.59598
Cl 0.05873 -5.59846 -1.83374
C 1.16457 -6.97725 -1.78894
Cl 1.83129 -7.20610 -0.16723
Cl 0.36514 -8.43898 -2.34764
H 1.98820 -6.76115 -2.45615
Cl 7.22202 2.46417 0.08636
C 5.70107 2.39261 -0.80572
Cl 5.12077 4.01614 -1.18664
Cl 5.87747 1.43051 -2.26908
H 4.96309 1.91550 -0.17310
Cl 3.87695 8.99947 -2.25287
C 3.51837 7.28372 -2.46856
Cl 1.83067 6.94933 -2.07627
Cl 3.89046 6.76993 -4.11083
H 4.14227 6.72205 -1.78628
Cl -3.81811 0.38330 4.27752
C -2.32383 1.07800 3.65373
Cl -2.65729 2.23290 2.36083
Cl -1.39010 1.83614 4.94547
H -1.73289 0.27504 3.23632
Cl 1.14169 11.79723 -3.81311
C 0.77974 10.08431 -4.03015
Cl -0.90692 9.74714 -3.63778
Cl 1.15455 9.57064 -5.67498
H 1.40303 9.51909 -3.35124
Cl 7.41533 5.13669 4.79667
C 7.24961 3.74666 3.72466
Cl 8.44330 2.50802 4.11330
Cl 5.61625 3.08753 3.79507
H 7.43017 4.07928 2.71093
*
```

Here is the molecule C13H15F13I2O2S in a non-equilibrium geometry from the Open Molecules 2025 dataset. Energies are from ωB97M-V with the def2-TZVPD basis set.

The value obtained for the highest occupied orbital energy is -8.78 eV. For the electronic energy, the calculation gives -2946.52557 Ha. The value obtained for the frontier orbital gap is 8.797 eV. Its SMILES is COC[C@@](CCC(F)(F)C(F)(F)C(F)(F)C(F)(F)S(F)(F)(F)(F)F)(OC)/C(I)=C(/C)I.

The geometry in ORCA input format:
```
! RIJCOSX wB97M-V def2-TZVPD def2/J DEFGRID3
* xyz 0 1
C -0.14302 0.13060 3.28965
O -1.00811 -0.14174 2.20998
C -0.47169 -1.23303 1.48207
C -1.31547 -1.57059 0.22409
C -0.78129 -0.68762 -0.93484
C 0.69134 -0.91841 -1.33416
C 1.08364 -0.27950 -2.67591
F 0.05274 0.14357 -3.40451
F 1.69024 -1.24252 -3.41888
C 2.17196 0.82872 -2.53735
F 3.17830 0.44398 -1.76007
F 2.69787 0.95934 -3.76723
C 1.58010 2.23536 -2.16779
F 1.32578 2.83225 -3.33643
F 0.39259 2.15557 -1.58853
C 2.55449 3.20478 -1.43235
F 3.76650 3.10688 -1.88958
F 2.17536 4.42981 -1.74060
S 2.56641 3.11261 0.45027
F 3.14086 4.59267 0.50831
F 4.06046 2.58077 0.43021
F 2.04307 1.61760 0.45368
F 1.12174 3.71354 0.55290
F 2.62180 3.05079 2.02164
O -1.49780 -2.92625 -0.07456
C -0.34863 -3.75323 -0.11731
C -2.76881 -1.05042 0.51158
I -3.66841 0.49125 -0.66876
C -3.53421 -1.53820 1.45059
C -4.92923 -1.02225 1.72390
I -2.95724 -3.12811 2.72756
H 0.87521 0.38271 2.95674
H -0.52288 0.96137 3.88228
H -0.05791 -0.74585 3.94923
H 0.56881 -0.95813 1.25170
H -0.38717 -2.11083 2.13559
H -1.41155 -0.84533 -1.80937
H -0.82983 0.33478 -0.56283
H 1.02923 -1.95011 -1.37206
H 1.31156 -0.42618 -0.58012
H 0.41695 -3.55932 0.63922
H -0.68922 -4.77949 0.04427
H 0.06010 -3.75309 -1.13318
H -5.59198 -1.25011 0.88723
H -4.91829 0.05192 1.90545
H -5.34438 -1.49055 2.61829
*
```

Here is the molecule C13H15F3N2O2 from the Open Molecules 2025 dataset. Energies are from ωB97M-V with the def2-TZVPD basis set.

The value obtained for the highest occupied orbital energy is -8.91 eV. For the electronic energy, the calculation gives -1064.02731 Ha. The energy above the lowest of the compared OMol25 structures with the same formula, charge and spin comes out at 0.0 kJ/mol. The value obtained for the frontier orbital gap is 9.526 eV. Its SMILES is O=C(Nc1ccccc1C(F)(F)F)N1CCC[C@@H](O)C1.

The geometry in ORCA input format:
```
! RIJCOSX wB97M-V def2-TZVPD def2/J DEFGRID3
* xyz 0 1
O 1.89986 -1.75789 -1.40957
C 1.07234 -1.09342 -0.82534
N 1.04246 -1.08085 0.57804
C -0.07334 -1.23200 1.38416
C -1.29896 -1.66648 0.87283
C -2.39397 -1.81848 1.69759
C -2.30145 -1.54923 3.05490
C -1.10074 -1.11540 3.58205
C 0.00452 -0.95019 2.75783
C 1.29033 -0.42881 3.32492
F 2.31422 -1.30086 3.20601
F 1.21366 -0.12113 4.62356
F 1.69909 0.69683 2.69771
N 0.13818 -0.32419 -1.44674
C 0.14414 -0.30582 -2.89988
C 0.93319 0.88991 -3.42953
C 0.37477 2.18544 -2.84965
C 0.36891 2.11478 -1.32378
O -0.21093 3.29721 -0.82661
C -0.42808 0.87332 -0.86821
H 1.92686 -1.37596 0.97165
H -1.37064 -1.89739 -0.17796
H -3.32740 -2.16317 1.27952
H -3.15720 -1.67683 3.69778
H -1.01245 -0.89630 4.63481
H -0.89601 -0.25151 -3.23645
H 0.58978 -1.24043 -3.24210
H 1.97955 0.77506 -3.14106
H 0.87881 0.90997 -4.51795
H -0.65050 2.34606 -3.18822
H 0.96977 3.04219 -3.16615
H 1.40476 2.01110 -0.96095
H -0.13346 3.31174 0.13342
H -1.46498 0.97388 -1.20666
H -0.42509 0.81883 0.22005
*
```

Here is an isolated ion of composition C13H15FN and charge +1 in a non-equilibrium geometry from the Open Molecules 2025 dataset. Energies are from ωB97M-V with the def2-TZVPD basis set.

As for the expectation value of S²: 2.014. The value obtained for the highest occupied orbital energy (spin up / spin down) is -11.38 / -12.72 eV. For the electronic energy, the calculation gives -658.50786 Ha. The value obtained for the frontier orbital gap (spin up / spin down) is 6.811 / 5.347 eV.

The geometry in ORCA input format:
```
! RIJCOSX wB97M-V def2-TZVPD def2/J DEFGRID3
* xyz 1 3
C 3.12453 -0.56828 -1.25454
C 3.84142 -0.34758 -0.12593
C 1.74335 -0.40035 -1.29593
C 3.13210 0.12599 0.93011
C 1.00420 -0.03308 -0.17355
C 1.77705 0.33188 0.95014
C -0.89962 -1.36827 0.16765
C -2.12799 -1.87372 0.46772
C -0.44019 -0.08965 -0.30720
C -3.34202 -1.07935 0.59646
C -3.64557 -0.01147 -0.37581
C 1.07756 0.70253 2.17060
C -0.70133 1.95852 -1.64639
N -1.10794 0.80532 -0.90211
F -4.03747 1.18012 0.06498
H 3.69475 -0.68885 -2.18408
H 4.86415 -0.41877 -0.17411
H 1.16800 -0.43619 -2.15559
H 3.62853 0.47957 1.77986
H -0.01499 -2.00978 0.11060
H -2.26755 -2.93728 0.79223
H -4.27836 -1.68769 0.68686
H -3.32644 -0.67262 1.59376
H -3.17894 -0.20423 -1.35087
H 0.61430 1.72639 2.09637
H 0.10266 0.12569 2.39145
H 1.63043 0.77956 3.12623
H -1.13302 2.93961 -1.38658
H -1.23820 1.80415 -2.67179
H 0.33657 1.86780 -1.92056
*
```

Here is C13H15LiOS as an isolated structure in a non-equilibrium geometry from the Open Molecules 2025 dataset. Energies are from ωB97M-V with the def2-TZVPD basis set.

The value obtained for the highest occupied orbital energy is -5.76 eV. For the electronic energy, the calculation gives -985.23618 Ha. The value obtained for the frontier orbital gap is 4.590 eV.

The geometry in ORCA input format:
```
! RIJCOSX wB97M-V def2-TZVPD def2/J DEFGRID3
* xyz 0 1
C -5.30446 -1.66685 -1.17434
S -3.50707 -1.65560 -1.09855
C -3.30303 0.08172 -0.66239
C -1.81072 0.36515 -0.44391
C -1.38422 0.58035 0.96460
O -1.15818 0.54730 -1.47525
H -5.64833 -2.61867 -0.75597
H -5.75634 -0.83615 -0.62082
H -5.57871 -1.61348 -2.23365
H -3.62418 0.72731 -1.48122
H -3.84735 0.23444 0.26292
H -2.27634 0.84400 1.54783
H -0.94645 -0.32703 1.38778
H -0.66324 1.39816 1.01337
C 2.25155 -1.71405 1.22133
Li 4.08801 1.71539 -1.92679
C 1.06580 -1.85345 0.46559
C 0.92788 -0.72436 -0.38472
C 2.02039 0.15574 -0.15534
C 2.87478 -0.45843 0.83158
C 4.00221 0.22887 1.26344
C 4.26941 1.50291 0.75210
C 3.27025 2.20588 0.05162
C 2.23019 1.48695 -0.55307
H 2.65958 -2.37620 1.97993
H 0.35701 -2.66832 0.56246
H 0.20189 -0.60546 -1.16911
H 4.63319 -0.24221 2.01858
H 5.16534 2.03627 1.05078
H 3.31569 3.29498 -0.04705
H 1.47547 1.95486 -1.19172
*
```